ORCA calculation (the ωB97M-V functional and the def2-TZVPD basis) on a molecular structure, C19H23HgN2OS2SeSi.

Last column: natural (NBO) charge in e.
Cartesian coordinates (Å):
Hg 0.73 1.29 -1.21  1.318
C 3.13 -1.64 1.17  -0.670
C 1.88 -1.03 0.62  0.153
N 1.83 0.34 0.46  -0.558
N 2.59 1.08 1.26  -0.353
C 2.53 2.38 1.16  -0.186
S 1.71 3.35 -0.05  -0.523
S 3.20 3.23 2.57  0.171
C 2.01 2.62 3.82  -0.563
C 0.58 2.86 3.45  0.067
C -0.08 4.02 3.86  -0.254
C -1.38 4.28 3.46  -0.232
C -2.05 3.37 2.64  -0.237
C -1.40 2.22 2.23  -0.191
C -0.10 1.96 2.63  -0.223
C 0.77 -1.86 0.28  -0.214
C 0.95 -3.27 0.27  -0.190
C -0.08 -4.17 0.08  -0.325
C -1.38 -3.70 -0.11  -0.260
C -1.60 -2.33 -0.13  -0.352
C -0.58 -1.36 0.01  0.382
O -0.88 -0.10 -0.08  -0.867
H 3.84 -0.86 1.44  0.234
H 3.61 -2.31 0.44  0.187
H 2.94 -2.25 2.06  0.194
H 2.26 3.13 4.75  0.200
H 2.20 1.55 3.95  0.224
H 0.45 4.74 4.48  0.189
H -1.87 5.19 3.79  0.187
H -3.06 3.58 2.32  0.192
H -1.89 1.51 1.56  0.245
H 0.39 1.05 2.29  0.248
H 1.94 -3.66 0.44  0.176
H 0.12 -5.24 0.08  0.177
H -2.20 -4.39 -0.25  0.176
H -2.60 -1.94 -0.28  0.194
C -0.09 -2.12 -3.37  -1.138
Si -1.05 -0.59 -3.85  1.469
C -2.65 -0.44 -2.88  -1.155
C -1.51 -0.78 -5.67  -1.120
Se 0.19 1.29 -3.70  -0.858
H -0.75 -3.00 -3.34  0.226
H 0.36 -2.03 -2.38  0.266
H 0.71 -2.29 -4.10  0.218
H -3.21 -1.38 -2.90  0.216
H -3.26 0.36 -3.29  0.218
H -2.40 -0.21 -1.84  0.286
H -2.12 -1.67 -5.83  0.211
H -0.62 -0.86 -6.30  0.222
H -2.09 0.09 -6.02  0.221

Output
2S+1: 2
total charge: -2
DFT total energy: -4563.36657 hartree
LUMO level (spin up / spin down): 4.69 / 4.65 eV


ORCA calculation (the ωB97M-V functional and the def2-TZVPD basis) on a molecular structure, C43H36Cl2MoN10O4S3.

Last column: Mulliken spin population.
Cartesian coordinates (Å):
Mo -0.03 -0.19 0.88  1.024
C -2.93 -2.74 -1.61  0.000
C -2.30 -1.58 -0.88  0.000
N -1.16 -1.73 -0.28  -0.060
N -0.69 -3.04 -0.44  0.021
C 0.55 -3.20 -0.12  0.026
S 1.57 -2.09 0.66  -0.019
S 1.24 -4.79 -0.47  0.005
C 0.11 -5.35 -1.77  -0.001
C -1.14 -6.09 -1.35  0.000
C -1.84 -6.80 -2.32  -0.001
C -3.02 -7.45 -2.01  0.000
C -3.52 -7.42 -0.72  0.000
C -2.82 -6.72 0.26  0.000
C -1.64 -6.07 -0.06  0.001
C -3.01 -0.29 -0.88  0.023
C -3.93 0.02 -1.89  -0.002
C -4.62 1.21 -1.91  -0.003
C -4.41 2.13 -0.88  0.003
C -3.51 1.86 0.13  -0.005
C -2.78 0.66 0.14  -0.003
O -1.94 0.43 1.12  0.018
H -2.91 -3.63 -0.99  0.001
H -2.33 -2.97 -2.50  -0.001
H -3.95 -2.52 -1.90  0.001
H 0.72 -5.99 -2.42  0.000
H -0.15 -4.45 -2.33  0.000
H -1.46 -6.83 -3.34  0.000
H -3.56 -7.99 -2.79  0.000
H -4.44 -7.92 -0.47  0.000
H -3.20 -6.69 1.27  0.000
H -1.09 -5.52 0.70  0.000
H -4.08 -0.68 -2.70  0.000
H -5.30 1.43 -2.72  0.000
H -4.94 3.08 -0.88  0.000
H -3.33 2.56 0.93  0.002
N -1.07 -3.01 2.68  0.003
C -0.69 -2.05 3.53  0.010
N -0.68 -2.37 4.83  -0.004
C -0.41 -1.36 5.64  0.005
N -0.38 -1.63 6.98  0.002
N -0.20 -0.09 5.28  -0.002
C -0.18 0.10 3.97  -0.005
N -0.38 -0.83 3.04  -0.031
C 0.06 1.49 3.50  0.030
C 0.24 2.53 4.39  -0.004
C 0.50 3.79 3.88  0.003
C 0.54 3.97 2.51  0.000
C 0.32 2.87 1.69  0.016
N 0.10 1.66 2.18  -0.008
H -1.16 -3.94 3.05  -0.001
H -0.97 -2.87 1.68  0.001
H -0.30 -2.60 7.24  0.000
H 0.07 -0.94 7.56  0.000
H 0.21 2.33 5.45  0.000
H 0.67 4.63 4.55  0.000
H 0.76 4.93 2.06  0.000
H 0.35 2.94 0.61  -0.010
O 0.35 -1.54 -2.73  0.003
N -0.40 -0.64 -3.24  0.004
C -1.08 -0.94 -4.38  0.000
C -1.87 -0.02 -5.04  0.002
C -1.99 1.26 -4.51  0.002
C -1.33 1.54 -3.34  0.008
C -0.54 0.60 -2.67  0.001
S 0.33 1.05 -1.24  -0.012
H -0.91 -1.95 -4.72  0.000
H -2.37 -0.32 -5.95  0.000
H -2.61 2.01 -4.99  0.000
H -1.42 2.51 -2.86  0.001
Cl 4.74 1.32 -2.20  0.000
C 3.63 2.55 -2.70  -0.007
C 3.51 2.83 -4.05  -0.001
C 2.62 3.80 -4.47  -0.001
C 1.85 4.47 -3.54  -0.001
C 1.96 4.16 -2.20  0.004
Cl 0.87 4.95 -1.11  0.001
C 2.86 3.20 -1.73  0.007
N 2.96 2.81 -0.39  0.003
C 3.55 3.53 0.64  0.002
C 3.71 4.92 0.58  -0.003
C 4.19 5.62 1.67  0.000
C 4.55 4.96 2.84  0.000
C 4.47 3.57 2.86  0.000
C 4.01 2.84 1.78  -0.003
C 4.12 1.33 1.81  -0.002
C 2.80 0.60 2.06  -0.018
O 2.54 0.16 3.17  -0.001
O 2.05 0.55 1.01  -0.022
H 4.12 2.27 -4.76  0.000
H 2.53 4.03 -5.52  0.000
H 1.12 5.21 -3.85  0.000
H 2.75 1.83 -0.19  -0.004
H 3.43 5.45 -0.32  0.000
H 4.29 6.70 1.60  0.000
H 4.91 5.51 3.70  0.000
H 4.80 3.03 3.74  0.000
H 4.81 1.05 2.61  0.000
H 4.53 0.98 0.86  0.000

Output
2S+1: 2
total charge: -1
DFT total energy: -4692.13469 hartree
LUMO level (spin up / spin down): 2.38 / 2.32 eV


ORCA calculation (the ωB97M-V functional and the def2-TZVPD basis) on a molecular structure, H32O20S.

Last column: natural (NBO) charge in e.
Cartesian coordinates (Å):
S 0.18 0.08 0.25  2.749
O 0.80 1.36 0.51  -1.110
O -0.39 0.09 -1.08  -1.028
O 1.19 -0.97 0.35  -1.091
O -0.88 0.00 1.23  -1.081
O 0.41 -3.25 -0.61  -0.986
H 0.64 -4.08 -0.03  0.479
H 1.03 -2.48 -0.26  0.524
O 0.14 3.61 -1.33  -0.983
H 0.63 2.87 -0.78  0.513
H -0.59 3.96 -0.99  0.474
O 2.44 -2.46 2.00  -0.984
H 2.03 -2.40 2.91  0.473
H 1.65 -2.16 1.50  0.493
O 3.42 -1.46 -0.81  -1.018
H 4.06 -2.02 -0.49  0.473
H 2.54 -1.26 -0.35  0.514
O -3.06 1.86 -0.34  -0.934
H -2.72 0.96 -0.22  0.476
H -3.63 1.61 -1.01  0.451
O -1.99 -2.97 -0.39  -1.037
H -1.99 -2.28 -1.03  0.493
H -1.03 -3.24 -0.11  0.495
O -0.33 -0.44 3.68  -1.012
H -1.17 -0.62 4.09  0.456
H -0.53 -0.21 2.71  0.499
O -2.35 -0.77 -1.64  -0.992
H -2.52 -0.05 -2.27  0.487
H -1.74 -0.51 -1.00  0.477
O -2.80 1.62 2.28  -0.940
H -2.21 1.00 1.87  0.475
H -2.34 1.97 3.06  0.453
O 3.85 -0.10 2.60  -0.928
H 4.07 0.54 1.87  0.465
H 3.29 -0.58 2.25  0.458
O -3.26 -1.04 1.01  -1.054
H -2.44 -0.58 1.38  0.478
H -3.06 -1.81 0.33  0.513
O -2.34 1.12 -3.66  -1.004
H -2.01 1.56 -4.47  0.486
H -1.75 1.20 -2.89  0.505
O 3.09 1.39 -1.23  -0.987
H 3.31 0.40 -1.04  0.488
H 2.54 1.50 -0.44  0.469
O 0.27 1.34 -2.62  -0.979
H 0.25 2.18 -2.31  0.461
H 0.06 1.04 -1.80  0.447
O 0.64 -1.63 -2.54  -0.990
H 0.23 -0.77 -2.24  0.498
H 0.55 -2.29 -2.01  0.448
O 1.28 3.46 2.02  -1.025
H 1.39 2.88 2.93  0.474
H 1.11 2.86 1.16  0.520

Output
total charge: -2
DFT total energy: -1922.07319 hartree
LUMO level: 4.83 eV